(1)
The following is a DFT calculation (wB97M-V/def2-TZVPD) of a molecular structure, C46H48N3OP2SeZn.

Output
Gap between HOMO and LUMO, eV: 8.098
Charge: +1
Molar mass, g mol⁻¹: 865.208
Electronic energy, hartree: -6884.391739

Each line ends with the Löwdin charge.
Positions of all 102 atoms, in Å:
Zn 0.50 0.27 -0.85  0.2173
C -1.26 -0.12 2.27  -0.2741
N -2.28 0.78 1.76  -0.1628
C -1.87 1.94 1.08  -0.2838
P -1.29 1.74 -0.72  1.0027
C -1.21 3.41 -1.21  -0.4121
C -2.43 4.06 -1.32  -0.0922
C -2.47 5.28 -1.93  -0.0749
C -1.32 5.89 -2.46  -0.0437
C -0.09 5.23 -2.30  -0.0555
C -0.02 3.95 -1.70  -0.0736
C -2.64 1.02 -1.71  -0.3584
C -2.37 0.66 -3.02  -0.1250
C -3.36 0.15 -3.84  -0.0702
C -4.68 -0.06 -3.36  -0.0518
C -4.97 0.37 -2.07  -0.0613
C -3.97 0.88 -1.25  -0.0598
C -3.61 0.56 2.11  -0.2658
C -4.57 1.52 2.14  -0.0800
C -5.90 1.17 2.25  -0.0812
C -6.38 -0.16 2.39  -0.0811
C -5.42 -1.17 2.56  -0.0502
C -4.03 -0.79 2.38  -0.0006
P 0.50 0.07 1.66  1.0561
C 1.28 -1.24 2.69  -0.3514
C 1.40 -2.55 2.22  -0.1246
C 2.01 -3.54 2.94  -0.0822
C 2.54 -3.22 4.19  -0.0867
C 2.28 -2.00 4.71  -0.0468
C 1.56 -0.98 3.99  -0.0509
C 1.23 1.62 2.23  -0.4073
C 2.32 2.05 1.44  -0.1315
C 3.00 3.16 1.67  -0.0553
C 2.49 4.04 2.69  -0.0418
C 1.51 3.59 3.54  -0.0634
C 0.87 2.38 3.29  -0.1114
H -1.40 -1.15 1.90  0.0748
H -1.25 -0.21 3.37  0.1112
H -0.99 2.43 1.55  0.0871
H -2.66 2.68 1.05  0.0704
H -3.40 3.49 -1.13  0.1340
H -3.40 5.64 -2.24  0.0933
H -1.50 6.84 -2.92  0.1073
H 0.91 5.61 -2.68  0.1271
H 0.89 3.26 -1.57  0.1006
H -1.37 0.82 -3.43  0.1060
H -3.04 -0.09 -4.83  0.0993
H -5.40 -0.37 -4.11  0.1087
H -5.96 0.29 -1.65  0.1109
H -4.27 1.13 -0.27  0.0661
H -4.34 2.61 1.91  0.1363
H -6.64 1.95 2.27  0.1042
H -7.41 -0.35 2.46  0.0823
H -5.63 -2.25 2.64  0.1099
H -3.35 -1.64 2.42  0.0921
H 1.03 -2.77 1.17  0.1042
H 2.24 -4.54 2.50  0.1325
H 3.09 -3.97 4.69  0.1013
H 2.52 -1.86 5.76  0.1113
H 1.38 -0.04 4.42  0.0811
H 2.66 1.36 0.64  0.0792
H 3.95 3.42 1.11  0.1357
H 2.96 4.99 2.91  0.1084
H 1.23 4.21 4.39  0.1119
H 0.04 1.93 3.90  0.1292
N -0.88 -1.64 -1.10  0.1723
C -0.82 -2.49 -1.86  -0.2368
N -0.79 -3.51 -2.69  -0.0741
C 0.30 -4.40 -2.84  -0.0932
C -0.36 -5.82 -2.60  -0.1359
O -1.20 -6.04 -3.71  -0.1293
C -2.29 -5.22 -3.75  -0.2288
C -1.91 -3.79 -3.66  -0.0891
H 1.06 -4.22 -2.08  0.1222
H 0.80 -4.40 -3.79  0.1342
H -0.91 -5.90 -1.70  0.1155
H 0.34 -6.65 -2.66  0.1308
H -2.92 -5.48 -2.84  0.1473
H -2.83 -5.48 -4.67  0.1465
H -2.79 -3.13 -3.41  0.1466
H -1.51 -3.44 -4.60  0.1269
C 6.91 -0.18 1.72  -0.0509
C 5.77 -0.09 0.70  -0.2518
C 5.60 0.98 -0.20  -0.0137
C 4.55 1.05 -1.14  -0.3074
C 4.37 2.20 -2.13  -0.1049
C 3.60 0.00 -1.16  -0.5716
Se 2.20 0.06 -2.51  0.6665
C 3.72 -1.07 -0.29  -0.3058
C 2.91 -2.38 -0.54  -0.0919
C 4.75 -1.04 0.63  -0.0354
H 7.89 -0.14 1.21  0.0795
H 6.92 -1.12 2.35  0.0850
H 6.88 0.62 2.50  0.0863
H 6.28 1.87 -0.15  0.1317
H 4.52 1.94 -3.21  0.0893
H 5.15 2.96 -1.96  0.0771
H 3.36 2.58 -2.02  0.0269
H 3.32 -2.89 -1.40  0.0810
H 1.86 -2.07 -0.74  -0.0112
H 2.96 -3.11 0.28  0.0614
H 4.94 -1.90 1.29  0.1239



(2)
The following is a DFT calculation (wB97M-V/def2-TZVPD) of a molecular structure, C62H46CrN2O2P3S2Si.

Output
Gap between HOMO and LUMO (alpha / beta), eV: 7.823 / 7.631
Charge: 0
ΔE to the lowest compared entry with this formula, charge and spin, eV: 0.605
Molar mass, g mol⁻¹: 1088.200
2S+1: 4
Electronic energy, hartree: -5804.703469
Expectation value of S²: 3.94

Each line ends with the Löwdin charge.
Positions of all 119 atoms, in Å:
Cr 0.09 0.29 -0.33  -0.1117
C 3.82 -3.10 -3.78  -0.0689
C 3.01 -1.98 -3.90  -0.0765
C 2.08 -1.69 -2.92  -0.0983
C 1.93 -2.52 -1.81  -0.3520
C 2.74 -3.66 -1.70  -0.0911
C 3.68 -3.94 -2.68  -0.0727
P 0.55 -2.17 -0.70  1.0103
C 0.84 -3.23 0.77  -0.3246
C -0.15 -4.10 1.22  -0.0790
C 0.10 -4.98 2.26  -0.0853
C 1.34 -4.99 2.89  -0.0889
C 2.32 -4.12 2.47  -0.0672
C 2.09 -3.25 1.41  -0.1294
C -0.83 -3.10 -1.42  -0.3826
C -0.66 -4.34 -2.05  -0.0624
C -1.77 -5.12 -2.31  -0.0655
C -3.04 -4.69 -1.92  -0.0693
C -3.19 -3.44 -1.33  -0.0940
C -2.09 -2.61 -1.10  -0.2817
Si -2.18 -0.78 -0.61  0.6810
C -3.14 -0.06 -2.08  -0.2790
C -4.28 -0.60 -2.67  -0.0835
C -4.83 -0.04 -3.81  -0.0710
C -4.25 1.08 -4.40  -0.0674
C -3.13 1.65 -3.82  -0.0556
C -2.59 1.08 -2.67  -0.3570
P -1.24 1.84 -1.71  1.0321
C -0.30 2.81 -2.92  -0.3475
C 0.93 2.33 -3.36  -0.0863
C 1.65 3.02 -4.32  -0.0538
C 1.15 4.21 -4.84  -0.0701
C -0.07 4.70 -4.39  -0.0745
C -0.79 4.01 -3.43  -0.1042
C -2.15 3.04 -0.69  -0.3073
C -1.57 4.26 -0.32  -0.0877
C -2.30 5.18 0.41  -0.0734
C -3.60 4.90 0.80  -0.0928
C -4.18 3.68 0.46  -0.0782
C -3.46 2.76 -0.29  -0.0752
C -3.20 -0.56 0.98  -0.2705
C -4.56 -0.88 1.00  -0.0867
C -5.32 -0.73 2.15  -0.0689
C -4.72 -0.27 3.32  -0.0653
C -3.37 0.05 3.32  -0.1025
C -2.62 -0.06 2.15  -0.3811
P -0.84 0.35 2.12  1.0760
C -0.72 2.06 2.76  -0.3245
C 0.54 2.64 2.83  -0.1391
C 0.70 3.93 3.31  -0.0644
C -0.41 4.66 3.72  -0.0800
C -1.67 4.10 3.61  -0.0894
C -1.83 2.81 3.13  -0.0861
C -0.22 -0.67 3.51  -0.3282
C 0.85 -0.25 4.30  -0.0809
C 1.30 -1.04 5.34  -0.0743
C 0.70 -2.25 5.62  -0.0846
C -0.36 -2.69 4.82  -0.0865
C -0.80 -1.91 3.77  -0.0956
H 4.56 -3.31 -4.53  0.1074
H 3.14 -1.31 -4.74  0.1085
H 1.47 -0.80 -3.01  0.0861
H 2.62 -4.33 -0.86  0.1028
H 4.31 -4.81 -2.58  0.1037
H -1.12 -4.13 0.75  0.1005
H -0.68 -5.66 2.59  0.1077
H 1.53 -5.68 3.71  0.1059
H 3.30 -4.12 2.94  0.1075
H 2.87 -2.60 1.07  0.0642
H 0.33 -4.69 -2.30  0.1072
H -1.66 -6.08 -2.80  0.1058
H -3.90 -5.32 -2.09  0.1050
H -4.18 -3.13 -1.03  0.0878
H -4.74 -1.49 -2.27  0.0813
H -5.72 -0.48 -4.26  0.1047
H -4.67 1.50 -5.30  0.1056
H -2.67 2.52 -4.27  0.0967
H 1.36 1.45 -2.91  0.0581
H 2.62 2.65 -4.63  0.1062
H 1.72 4.75 -5.58  0.1045
H -0.45 5.64 -4.78  0.1033
H -1.73 4.41 -3.08  0.1092
H -0.55 4.48 -0.60  0.0845
H -1.84 6.12 0.69  0.1102
H -4.17 5.62 1.37  0.1042
H -5.19 3.45 0.76  0.1052
H -3.94 1.83 -0.58  0.0931
H -5.05 -1.24 0.10  0.0887
H -6.37 -0.98 2.14  0.1050
H -5.30 -0.17 4.23  0.1066
H -2.90 0.39 4.23  0.1190
H 1.41 2.11 2.46  0.0618
H 1.68 4.37 3.33  0.1102
H -0.29 5.67 4.09  0.1029
H -2.55 4.68 3.89  0.1045
H -2.83 2.42 3.02  0.0888
H 1.33 0.70 4.11  0.0878
H 2.13 -0.69 5.95  0.1045
H 1.04 -2.86 6.44  0.1027
H -0.83 -3.64 5.02  0.1060
H -1.63 -2.26 3.16  0.1066
N 1.40 3.24 -0.11  0.0881
C 0.92 2.19 -0.19  -0.4663
O 4.74 2.59 -2.51  -0.2776
S 4.69 1.18 -2.26  0.6428
O 4.94 0.29 -3.36  -0.2913
N 3.26 0.78 -1.52  -0.0552
C 3.46 0.39 -0.31  -0.6928
S 2.24 -0.05 0.81  0.7453
C 4.88 0.33 0.13  -0.2119
C 5.41 -0.09 1.34  -0.0279
C 6.79 -0.06 1.50  -0.0658
C 7.62 0.37 0.46  -0.0671
C 7.09 0.78 -0.75  -0.0279
C 5.72 0.75 -0.88  -0.2129
H 4.76 -0.41 2.14  0.1004
H 7.23 -0.38 2.43  0.1047
H 8.70 0.38 0.61  0.1056
H 7.72 1.12 -1.56  0.1227